C3H9N2O | ωB97M-V with the def2-TZVPD basis set

Atoms and positions in Å:
H 0.123 -0.083 -3.252
H 0.544 -1.325 2.566
H -0.676 -1.364 -2.476
N 0.247 -0.484 2.099
H -1.268 0.965 1.917
O -0.937 0.868 -0.816
H 0.730 -0.281 1.185
C 0.154 -0.668 -2.325
C 0.013 0.210 -1.116
N 1.226 0.277 -0.366
H 1.057 -1.269 -2.376
H 1.495 1.190 -0.025
C -0.959 0.042 2.389
H -1.562 -0.311 3.213
H 1.990 -0.262 -0.738

Summary:
* charge: 0
* HOMO-LUMO gap (alpha / beta): 5.9 / 10.9 eV
* HOMO level (alpha / beta): -5.23 / -10.23 eV
* 2S+1: 2
* energy above the lowest of the compared OMol25 structures with the same formula, charge and spin: 0.2047 eV

Here are the natural (NBO) charges for atoms 1 to 5, given in e: number 1, H, carries 0.25; number 2, H, carries 0.37; number 3, H, carries 0.25; number 4, N, carries -0.83; number 5, H, carries 0.17